14
Properties=species:S:1:pos:R:3:forces:R:3:mulliken_charge:R:1 method="wB97M-V/def2-TZVPD" e_above_lowest_kj_mol=415.1 charge=+1 homo_energy_ev=-14.354
O -0.3122 0.0094 1.1485 1.38 -0.24 0.70 -0.47
N -0.2395 1.4598 -1.0143 1.12 -0.37 0.29 -0.30
N -1.2582 -0.9031 1.5699 -3.45 4.12 0.77 -0.26
C 0.1733 0.2258 -0.7289 -0.67 -1.46 0.64 0.24
C 1.6607 -0.1512 -0.7182 -0.52 1.20 -0.91 -1.14
H 1.9837 -1.1689 -0.6339 -0.96 -0.96 -0.08 0.36
H 1.9901 0.1789 -1.7293 0.24 0.04 0.78 0.33
H -1.5846 -0.6953 2.6121 1.00 -0.59 -2.52 0.37
H -1.2182 1.6076 -1.2243 0.31 0.24 0.14 0.24
H 2.2377 0.2844 0.0891 -0.16 0.90 -0.07 0.35
H -0.5685 -0.6017 -0.9065 0.97 1.13 -0.59 0.35
H -1.1691 -1.8572 1.4216 1.41 -2.67 -0.04 0.31
H 0.3752 2.2753 -0.8278 -0.77 -0.91 -0.34 0.27
H -2.0706 -0.6637 0.9422 0.11 -0.43 1.21 0.35